17
Properties=species:S:1:pos:R:3 method="wB97M-V/def2-TZVPD" spin_multiplicity=3 energy_ev=-9675.335 s_squared=2.006 homo_energy_ev="-9.158 / -13.875" e_above_lowest_ev=0.000 homo_lumo_gap_ev="6.72 / 7.81" charge=+1
C -0.189 1.763 -0.305
C 1.029 -2.170 0.529
N -0.003 -1.577 1.032
N -1.364 1.336 -0.006
N 0.227 2.948 -0.652
N 1.278 -2.251 -0.778
N -1.576 0.038 0.048
H 0.576 1.102 0.034
H 1.774 -2.557 1.283
H -0.126 -1.543 2.002
H -2.177 1.843 -0.286
H -0.360 3.659 -1.134
H 1.218 3.188 -0.514
H 0.475 -2.268 -1.333
H 2.135 -2.683 -0.979
H -0.688 -0.532 0.318
H -2.231 -0.299 0.740

14
Properties=species:S:1:pos:R:3 method="wB97M-V/def2-TZVPD" energy_ev=-5766.790 homo_energy_ev=-14.758 e_above_lowest_ev=0.892 homo_lumo_gap_ev=11.11 charge=+1
C 0.636 -1.983 1.372
N 0.688 -0.936 0.289
H -0.191 -0.409 0.254
H 1.410 -0.239 0.460
H 0.874 -1.325 -0.634
H -0.237 -2.595 1.162
H 0.727 -1.520 2.342
H 1.460 -2.671 1.183
C -1.217 1.902 -1.306
O -0.228 1.553 -0.319
H 0.438 2.247 -0.188
H -1.953 1.107 -1.264
H -1.675 2.861 -1.077
H -0.731 2.007 -2.273

14
Properties=species:S:1:pos:R:3 method="wB97M-V/def2-TZVPD" spin_multiplicity=2 energy_ev=-5752.160 s_squared=0.754 homo_energy_ev="-22.641 / -22.701" e_above_lowest_ev=0.000 homo_lumo_gap_ev="14.45 / 7.59" charge=+2
N -0.805 -1.906 0.713
H -1.499 -2.619 0.933
H -1.022 -0.986 1.112
H -0.779 -1.704 -0.284
H 0.115 -2.240 1.020
C 0.057 1.421 -0.453
O -0.915 0.419 -0.695
C 1.392 0.800 -0.090
H -0.334 2.047 0.381
H 0.187 2.032 -1.375
H -1.596 0.835 -1.297
H 1.720 0.103 -0.872
H 1.311 0.250 0.858
H 2.167 1.547 0.050

15
Properties=species:S:1:pos:R:3 method="wB97M-V/def2-TZVPD" spin_multiplicity=2 energy_ev=-7817.104 s_squared=0.751 homo_energy_ev="-2.906 / -10.003" e_above_lowest_ev=2.141 homo_lumo_gap_ev="3.64 / 10.46"
C -1.225 0.339 0.450
C -2.092 1.234 0.928
N 0.102 0.831 0.061
H -1.477 -0.692 0.317
H -3.005 0.875 1.395
H -1.983 2.310 0.909
H 0.315 1.771 0.482
H 0.818 0.095 0.236
H 0.148 1.032 -0.938
H 2.045 -0.431 -2.792
H 2.592 -0.186 -1.372
O 1.783 -0.161 -1.901
H 0.922 -2.148 1.605
H 0.369 -2.491 0.199
O 0.517 -1.761 0.817